Computed, not measured: a single C19H22N2O5 molecule, with ωB97M-V with the def2-TZVPD basis set.

Geometry as XYZ:
```
48
Properties=species:S:1:pos:R:3
C -0.40 -0.82 3.89
H -0.49 -1.45 3.01
H -0.58 -1.42 4.78
H 0.62 -0.44 3.92
C -1.39 0.35 3.84
C -1.10 1.21 2.65
C -0.29 2.29 2.76
C 0.11 3.08 1.62
O 0.98 3.92 1.60
O -0.56 2.85 0.45
C -1.30 1.74 0.28
C -1.67 1.43 -1.02
C -2.21 0.19 -1.32
C -2.55 -0.67 -0.28
C -2.28 -0.32 1.03
C -1.59 0.86 1.34
H -2.55 -1.01 1.81
H -3.01 -1.63 -0.48
O -2.26 -0.14 -2.64
C -2.01 -1.50 -2.98
C -0.95 -2.17 -2.09
O -1.21 -3.26 -1.60
N 0.20 -1.52 -1.84
C 0.59 -0.27 -2.45
H 0.16 -0.21 -3.45
C 2.11 -0.12 -2.53
H 2.33 0.85 -2.99
H 2.53 -0.90 -3.17
C 2.72 -0.24 -1.13
C 2.18 0.85 -0.18
O 1.50 0.61 0.79
N 2.53 2.10 -0.51
H 3.14 2.31 -1.28
H 2.22 2.87 0.08
C 2.39 -1.64 -0.63
C 0.89 -1.88 -0.60
H 0.68 -2.94 -0.42
H 0.46 -1.29 0.21
H 2.77 -1.78 0.38
H 2.88 -2.37 -1.28
H 3.80 -0.11 -1.19
H 0.22 0.57 -1.86
H -2.92 -2.10 -2.90
H -1.69 -1.48 -4.03
H -1.44 2.13 -1.82
H 0.15 2.57 3.70
H -1.28 0.95 4.74
H -2.41 -0.03 3.80
```

Calculated values
Structure (SMILES): CCc1cc(=O)oc2cc(OCC(=O)N3CCC(C(N)=O)CC3)ccc12
HOMO level (eV): -8.417
Lowest unoccupied orbital energy (Eh): 0.00856
HOMO-LUMO gap (eV): 8.6

Löwdin population analysis, charges in e, atoms 1 to 4: -0.074, 0.067, 0.073, 0.081

=====

Computed, not measured: a single C19H22N2O6 molecule at a distorted geometry, with ωB97M-V with the def2-TZVPD basis set.

Geometry as XYZ:
```
49
Properties=species:S:1:pos:R:3
C -4.83 -2.80 -0.47
C -4.32 -2.42 0.91
O -2.91 -2.46 1.00
C -2.11 -1.61 0.32
C -0.77 -2.01 0.24
C 0.21 -1.25 -0.37
C -0.17 -0.05 -0.98
C -1.48 0.37 -0.93
C -2.45 -0.38 -0.26
O -3.77 0.07 -0.22
C -4.05 1.35 0.10
O -3.24 2.19 0.38
C -5.49 1.57 0.07
C -6.20 2.72 0.32
C -7.56 2.39 0.16
C -7.58 1.07 -0.17
O -6.35 0.56 -0.23
H -8.39 0.40 -0.39
H -8.40 3.04 0.28
H -5.78 3.67 0.59
H -1.77 1.29 -1.40
H 0.55 0.53 -1.54
C 1.59 -1.75 -0.39
N 2.68 -1.12 -0.24
N 2.72 0.20 0.00
C 3.91 0.88 0.18
O 3.90 2.05 0.46
O 4.95 0.09 -0.03
C 6.30 0.60 0.10
C 6.54 1.72 -0.92
H 5.90 2.57 -0.70
H 7.58 2.03 -0.87
H 6.32 1.36 -1.92
C 7.18 -0.61 -0.20
H 6.97 -0.98 -1.20
H 6.97 -1.41 0.51
H 8.23 -0.33 -0.13
C 6.54 1.10 1.53
H 5.90 1.96 1.74
H 6.31 0.31 2.24
H 7.58 1.40 1.64
H 1.87 0.74 0.17
H 1.71 -2.82 -0.51
H -0.52 -2.95 0.71
H -4.64 -3.17 1.65
H -4.71 -1.45 1.21
H -4.56 -2.05 -1.20
H -5.92 -2.87 -0.45
H -4.42 -3.76 -0.78
```

Calculated values
Structure (SMILES): CCOc1cc(/C=N\NC(=O)OC(C)(C)C)ccc1OC(=O)c1ccco1
HOMO level (eV): -8.532
Lowest unoccupied orbital energy (Eh): 0.00904
HOMO-LUMO gap (eV): 8.8

Löwdin population analysis, charges in e, atoms 1 to 4: -0.053, -0.224, -0.025, -0.183

=====

Computed, not measured: a single C19H22N2O6S molecule at a distorted geometry, with ωB97M-V with the def2-TZVPD basis set.

Geometry as XYZ:
```
50
Properties=species:S:1:pos:R:3
C -6.46 -2.18 -1.05
C -6.01 -2.11 0.41
H -5.21 -2.83 0.62
H -6.86 -2.34 1.07
O -5.62 -0.80 0.79
C -4.43 -0.30 0.40
C -3.43 -1.01 -0.27
C -2.24 -0.38 -0.59
C -2.04 0.94 -0.25
C -3.02 1.66 0.42
C -4.20 1.04 0.75
H -4.98 1.57 1.27
H -2.83 2.69 0.67
S -0.51 1.75 -0.66
O 0.31 0.85 -1.44
O -0.78 3.04 -1.22
N 0.14 2.00 0.86
C 0.62 0.79 1.48
H 1.47 0.36 0.94
H -0.20 0.06 1.48
H 0.91 1.00 2.51
C 0.97 3.18 1.03
C 2.44 2.96 0.67
O 3.34 3.23 1.44
N 2.63 2.48 -0.58
H 1.84 2.16 -1.11
C 3.92 1.98 -1.01
C 3.94 0.48 -0.87
C 3.60 -0.33 -1.94
C 3.51 -1.72 -1.81
C 3.78 -2.25 -0.57
C 4.12 -1.43 0.51
C 4.20 -0.07 0.39
H 4.46 0.56 1.23
O 4.32 -2.21 1.62
C 4.12 -3.54 1.20
O 3.76 -3.56 -0.17
H 5.05 -4.12 1.34
H 3.31 -4.00 1.80
H 3.24 -2.35 -2.64
H 3.38 0.12 -2.89
H 4.67 2.44 -0.37
H 4.09 2.28 -2.05
H 0.54 3.95 0.39
H 0.92 3.50 2.07
H -1.46 -0.91 -1.12
H -3.57 -2.04 -0.55
H -5.64 -1.92 -1.72
H -7.28 -1.49 -1.22
H -6.79 -3.19 -1.27
```

Calculated values
Structure (SMILES): CCOc1ccc(S(=O)(=O)N(C)CC(=O)NCc2ccc3c(c2)OCO3)cc1
HOMO level (eV): -8.065
Lowest unoccupied orbital energy (Eh): 0.02060
HOMO-LUMO gap (eV): 8.6

Löwdin population analysis, charges in e, atoms 1 to 4: -0.061, -0.238, 0.117, 0.125

=====

Computed, not measured: a molecular structure, C19H22N2O7S at a distorted geometry, with ωB97M-V with the def2-TZVPD basis set.

Geometry as XYZ:
```
51
Properties=species:S:1:pos:R:3
C -1.53 6.80 2.62
C -0.86 5.44 2.38
C 0.21 4.99 1.52
C 0.36 3.74 1.95
C -0.64 3.56 2.90
O -1.28 4.61 3.39
C -0.79 2.28 4.03
H -0.40 2.51 4.78
H -0.01 1.57 3.38
H -1.76 1.93 3.77
C 1.55 2.89 1.43
O 1.70 1.86 1.71
O 1.79 3.47 0.23
C 2.97 2.51 -0.30
H 3.74 2.46 0.20
H 3.14 3.08 -1.10
C 2.02 1.19 -0.65
O 1.05 1.22 -1.12
N 3.03 0.06 -0.51
C 2.62 -1.24 -0.48
C 1.54 -1.50 -1.51
C 1.34 -2.90 -1.40
C 2.06 -3.94 -0.87
C 3.04 -3.56 0.09
C 3.46 -2.09 -0.14
H 4.12 -1.98 0.68
H 3.37 -4.27 0.44
H 1.83 -4.97 -1.12
S -0.18 -3.40 -2.47
O 0.05 -4.79 -3.08
O -0.35 -2.36 -3.58
N -1.33 -3.48 -1.49
C -1.89 -2.36 -0.98
H -1.29 -1.51 -1.00
C -3.14 -1.91 -1.90
H -3.43 -1.16 -1.53
O -4.01 -2.94 -2.18
C -3.39 -4.30 -2.27
H -4.15 -4.92 -2.54
C -2.14 -4.59 -1.44
H -1.84 -5.63 -1.90
H -2.60 -4.89 -0.32
H -3.02 -3.92 -3.43
H -2.80 -1.67 -2.86
H -2.23 -2.34 0.02
H 0.90 -0.98 -2.09
H 3.62 0.17 0.20
H 0.47 5.55 0.82
H -1.30 7.32 3.46
H -2.52 6.85 2.50
H -1.08 7.57 1.78
```

Calculated values
HOMO level (eV): -8.118
Lowest unoccupied orbital energy (Eh): 0.00301
HOMO-LUMO gap (eV): 8.2

Löwdin population analysis, charges in e, atoms 1 to 4: -0.002, -0.229, 0.049, -0.090

=====

Computed, not measured: a single C19H22N2O8S2 molecule at a distorted geometry, with ωB97M-V with the def2-TZVPD basis set.

Geometry as XYZ:
```
53
Properties=species:S:1:pos:R:3
O 0.52 -0.75 -3.15
C 0.03 -0.35 -2.12
C 0.78 -0.18 -0.86
C 2.13 -0.52 -0.85
C 2.86 -0.34 0.30
C 2.27 0.17 1.45
C 0.93 0.49 1.45
C 0.15 0.32 0.30
C -1.27 0.62 0.23
C -2.03 1.07 1.31
C -3.38 1.29 1.19
C -4.00 1.08 -0.03
C -3.29 0.67 -1.13
C -1.92 0.42 -1.00
O -1.28 -0.01 -2.11
H -3.77 0.52 -2.08
S -5.78 1.21 -0.13
O -6.25 2.23 0.75
O -6.17 1.23 -1.51
N -6.18 -0.24 0.59
H -6.96 -0.17 1.21
C -6.13 -1.43 -0.24
H -7.12 -1.69 -0.64
C -5.55 -2.62 0.53
H -6.15 -2.81 1.42
H -5.60 -3.50 -0.11
C -4.10 -2.37 0.96
O -3.23 -2.17 -0.13
H -3.27 -2.95 -0.70
H -4.05 -1.45 1.55
H -3.75 -3.21 1.58
H -5.48 -1.19 -1.08
H -3.98 1.63 2.02
H -1.55 1.23 2.27
H 0.48 0.88 2.35
H 2.88 0.30 2.33
S 4.59 -0.81 0.33
O 4.69 -2.22 0.14
O 5.19 -0.25 1.52
N 5.14 -0.09 -1.07
H 6.05 -0.49 -1.29
C 5.14 1.36 -1.12
C 6.07 2.05 -0.12
H 6.04 3.12 -0.30
C 7.52 1.57 -0.22
O 7.68 0.20 0.08
H 7.18 0.00 0.89
H 8.15 2.18 0.45
H 7.90 1.69 -1.24
H 5.72 1.86 0.89
H 5.42 1.64 -2.14
H 4.11 1.68 -0.94
H 2.59 -0.91 -1.74
```

Calculated values
Structure (SMILES): O=c1oc2cc(S(=O)(=O)NCCCO)ccc2c2ccc(S(=O)(=O)NCCCO)cc12
HOMO level (eV): -9.235
Lowest unoccupied orbital energy (Eh): -0.02627
HOMO-LUMO gap (eV): 8.5

Löwdin population analysis, charges in e, atoms 1 to 4: 0.146, -0.387, -0.037, 0.031